8
Properties=species:S:1:pos:R:3:forces:R:3:nbo_charge:R:1 method="wB97M-V/def2-TZVPD" smiles=Oc1ncno1 total_charge=0 gap_ev=11.483
O 1.503 -1.156 -0.622 0.237 1.051 2.219 -0.682
O 0.177 0.726 -0.792 -1.317 0.573 0.638 -0.327
N -0.166 -0.649 0.914 -5.696 1.123 3.579 -0.528
N -1.076 1.236 -0.174 1.126 -2.484 0.519 -0.105
C 0.520 -0.311 -0.036 3.410 -1.743 -4.592 0.763
C -1.312 0.358 0.785 3.646 1.238 -0.265 0.133
H -2.024 0.736 1.557 0.403 -1.311 -0.675 0.235
H 2.036 -1.691 0.076 -1.809 1.554 -1.423 0.510



8
Properties=species:S:1:pos:R:3:forces:R:3:nbo_charge:R:1 method="wB97M-V/def2-TZVPD" smiles="N=C=N.O=C=O" total_charge=0 gap_ev=11.306
O -1.895 1.464 -1.461 0.792 -0.200 -0.037 -0.510
O 0.358 0.884 -1.619 -0.799 0.210 0.068 -0.534
N 1.725 -0.325 1.177 -0.577 0.046 -0.012 -0.712
N -0.696 -0.007 1.111 0.548 -0.093 0.050 -0.756
C 0.506 -0.255 1.133 0.047 0.006 0.040 0.664
C -0.770 1.169 -1.519 -0.030 0.026 -0.104 1.041
H -1.327 -0.609 1.626 0.064 0.001 -0.034 0.403
H 2.210 -0.847 0.459 -0.045 0.003 0.029 0.403



8
Properties=species:S:1:pos:R:3:forces:R:3:lowdin_spin:R:1 method="wB97M-V/def2-TZVPD" total_charge=0 gap_ev="7.238 / 6.963" multiplicity=3 s2=2.014
O 0.179 0.799 1.111 0.240 2.354 0.455 0.624
O 1.309 -0.402 -2.869 0.529 -1.432 -0.518 0.013
N 0.350 1.012 -1.299 -0.568 1.697 2.502 0.028
N -0.463 -0.154 1.460 5.907 0.096 0.765 0.483
C -1.306 -0.930 1.713 -7.185 -0.655 -0.663 0.740
C 0.875 0.198 -1.980 0.525 0.481 -1.323 0.008
H 0.521 1.323 -0.305 -0.351 -0.479 -2.311 0.004
H -1.465 -1.848 2.167 0.903 -2.064 1.095 0.101



9
Properties=species:S:1:pos:R:3:forces:R:3:nbo_charge:R:1 method="wB97M-V/def2-TZVPD" total_charge=0 gap_ev="8.224 / 8.180"
S -0.735 -0.890 1.564 -0.440 -2.521 -1.438 0.213
O 0.097 1.481 -1.226 0.321 0.137 0.186 -0.335
O 0.147 1.709 0.940 0.389 -0.445 -1.036 -0.397
N -0.779 -1.779 -1.973 0.247 -0.280 -0.045 -0.195
N 0.119 1.044 -0.097 -1.358 0.893 -0.065 0.485
C -0.362 -1.197 -1.073 -0.576 0.254 -0.963 0.179
C -0.069 -0.407 0.037 1.821 0.484 1.662 -0.208
H -0.346 0.180 2.109 0.739 2.169 1.305 0.160
H 1.929 -0.140 -0.281 -1.142 -0.691 0.394 0.098



10
Properties=species:S:1:pos:R:3:forces:R:3:nbo_charge:R:1 method="wB97M-V/def2-TZVPD" smiles="O=c1[nH]oc(=S)n1S" total_charge=0 gap_ev=9.724
S -0.332 2.014 -0.073 0.060 -0.145 0.398 0.271
S 2.382 -0.077 -0.023 -0.242 0.000 -0.018 -0.055
O -2.627 -0.106 -0.068 0.854 -0.268 0.113 -0.553
O 0.380 -1.764 -0.013 0.525 0.102 0.015 -0.313
N -1.012 -1.765 0.153 -0.074 0.388 0.407 -0.327
N -0.318 0.312 0.035 0.143 0.468 0.008 -0.621
C 0.816 -0.479 -0.008 0.053 -0.112 0.065 0.326
C -1.480 -0.466 0.020 -0.837 0.246 -0.134 0.744
H -1.401 -2.454 -0.452 -0.419 -0.519 -0.423 0.401
H -0.132 2.265 1.250 -0.065 -0.159 -0.430 0.127



9
Properties=species:S:1:pos:R:3:forces:R:3:nbo_charge:R:1 method="wB97M-V/def2-TZVPD" smiles="O=C([O-])C/N=N/[O-]" total_charge=-2 gap_ev=6.808
O -2.171 -0.690 0.284 -0.214 0.443 0.276 -0.820
O 3.424 -0.936 0.167 -1.006 0.578 -0.102 -0.693
O -1.206 -2.622 -0.260 0.792 1.194 0.128 -0.821
N 2.270 -0.622 -0.351 0.010 -0.918 1.214 0.039
N 1.217 -0.768 0.391 3.249 -0.390 0.075 -0.396
C -1.171 -1.357 -0.075 -0.817 -1.774 -0.952 0.745
C 0.091 -0.511 -0.383 -1.622 3.019 -1.745 -0.359
H -0.343 0.550 -0.212 0.749 -1.147 0.255 0.146
H 0.481 -0.368 -1.460 -1.140 -1.005 0.852 0.158



9
Properties=species:S:1:pos:R:3:forces:R:3:nbo_charge:R:1 method="wB97M-V/def2-TZVPD" smiles="O=Cn1o[nH]c1=O" total_charge=0 gap_ev=10.886
O -1.865 0.435 -1.833 -0.582 -0.100 -0.134 -0.531
O 1.445 1.098 1.024 0.489 1.047 0.279 -0.546
O -0.366 -1.393 0.013 1.093 0.245 0.708 -0.173
N -0.291 0.017 -0.249 1.224 -0.010 1.514 -0.224
N 0.861 -1.181 0.884 -1.581 0.481 -2.016 -0.373
C -1.039 0.836 -1.069 -0.049 -2.041 -0.490 0.512
C 0.804 0.184 0.655 -0.635 -1.135 -0.296 0.752
H 1.180 -1.843 1.580 -0.518 0.181 -0.018 0.429
H -0.730 1.846 -1.006 0.559 1.332 0.453 0.155



9
Properties=species:S:1:pos:R:3:forces:R:3:nbo_charge:R:1 method="wB97M-V/def2-TZVPD" total_charge=0 gap_ev=9.750
O -2.369 -0.618 -0.241 -0.409 1.443 -0.200 -0.567
O 0.506 1.092 -0.198 4.190 -2.670 -0.803 -0.304
O 2.075 -0.421 -0.162 1.160 -4.323 0.840 -0.620
N -0.806 1.163 -0.041 -2.933 -1.004 -1.301 -0.366
N -0.275 -1.154 0.112 7.049 3.985 -2.393 -0.524
C -1.229 -0.240 -0.109 -5.216 0.076 1.679 0.670
C 0.789 -0.260 -0.197 -2.111 -0.635 3.222 0.778
H -0.965 1.871 0.657 -0.927 -0.467 0.432 0.400
H 2.274 -1.432 0.179 -0.803 3.596 -1.476 0.532



9
Properties=species:S:1:pos:R:3:forces:R:3:nbo_charge:R:1 method="wB97M-V/def2-TZVPD" smiles="O=c1ncn(O)o1" total_charge=0 gap_ev=10.669
O 0.009 0.644 -0.748 0.108 0.852 0.459 -0.371
O 1.275 1.368 1.107 -1.919 1.400 -1.594 -0.540
O -0.497 -1.255 -1.914 0.422 0.408 -0.761 -0.510
N -0.490 -1.258 0.394 0.543 1.121 0.922 -0.456
N -0.078 0.980 0.682 1.813 -0.604 -1.125 0.089
C -0.262 -0.303 1.216 -0.291 -1.927 1.060 0.249
C -0.304 -0.685 -0.900 -0.975 -0.462 1.145 0.824
H 1.254 2.281 0.691 0.538 -1.239 0.976 0.490
H -0.178 -0.459 2.319 -0.239 0.451 -1.082 0.225



10
Properties=species:S:1:pos:R:3:forces:R:3:nbo_charge:R:1 method="wB97M-V/def2-TZVPD" smiles="O=c1[nH]oc(=S)n1O" total_charge=0 gap_ev=9.822
S 0.492 -2.134 0.641 0.066 1.395 0.797 -0.236
O -0.427 -0.703 -1.693 -0.080 -1.612 -0.200 -0.497
O 0.478 0.508 1.366 0.769 0.032 3.580 -0.281
O -0.916 2.209 -1.171 0.199 -1.834 0.058 -0.540
N 0.027 1.675 0.823 -0.384 0.984 0.014 -0.333
N 0.024 0.031 -0.663 -1.319 2.626 -0.273 -0.153
C -0.418 1.358 -0.468 -0.529 3.116 -0.571 0.719
C 0.340 -0.441 0.532 0.628 -5.325 -1.572 0.389
H -0.396 -1.676 -1.335 0.173 1.635 -0.167 0.499
H -0.449 2.266 1.560 0.477 -1.018 -1.666 0.433



10
Properties=species:S:1:pos:R:3:forces:R:3:lowdin_spin:R:1 method="wB97M-V/def2-TZVPD" total_charge=0 gap_ev="6.478 / 7.652" multiplicity=3 s2=2.026
S 0.709 -2.013 -1.274 0.963 1.050 -3.154 0.002
O 1.817 -1.938 -0.383 0.294 -0.232 1.017 0.008
O -0.566 -0.293 -0.432 1.187 2.241 -2.805 0.297
O 0.933 -1.257 -2.516 -0.736 -1.445 1.550 0.004
N -1.295 -0.675 1.297 -3.107 -5.786 1.411 0.818
N -0.962 0.317 1.778 -0.261 3.285 6.347 0.257
C -0.224 0.875 -0.186 0.148 -2.179 -1.417 0.103
C -0.349 1.301 1.145 0.448 2.043 -1.057 0.482
H -0.220 2.312 1.575 0.106 -1.010 -0.257 0.017
H 0.156 1.370 -1.004 0.957 2.034 -1.634 0.012



8
Properties=species:S:1:pos:R:3:forces:R:3:nbo_charge:R:1 method="wB97M-V/def2-TZVPD" total_charge=0 gap_ev=9.877
S 0.362 1.623 0.267 0.628 0.372 -0.105 0.620
O -0.840 2.750 0.259 2.114 0.023 -3.791 -0.790
N -1.152 -0.558 -0.687 0.032 -0.231 -0.454 -0.274
N 1.051 -2.393 -0.267 0.256 -0.454 1.161 -0.722
C 1.130 -2.404 0.888 0.023 -0.328 0.972 0.290
C -0.425 0.283 -0.386 -0.775 0.263 0.400 -0.037
H -1.236 2.686 1.062 -2.193 -0.167 3.890 0.480
H 1.110 -1.988 -1.136 -0.085 0.521 -2.073 0.433



8
Properties=species:S:1:pos:R:3:forces:R:3:lowdin_spin:R:1 method="wB97M-V/def2-TZVPD" total_charge=0 gap_ev="5.831 / 6.394" multiplicity=3 s2=2.018
S 1.084 0.619 1.243 2.836 1.871 -1.882 0.866
O 0.915 -1.722 -2.223 0.713 -0.440 0.303 0.001
N -1.369 0.014 2.243 -6.257 1.435 0.424 0.543
N 0.336 0.543 -2.039 -0.422 -2.040 -0.320 0.019
C 0.781 -0.580 -2.067 -1.257 0.692 -0.607 0.011
C -0.231 0.129 1.913 0.794 -3.350 2.209 0.510
H 0.671 1.423 -1.837 0.946 1.742 0.570 0.007
H -2.187 -0.427 2.768 2.647 0.090 -0.697 0.043



10
Properties=species:S:1:pos:R:3:forces:R:3:nbo_charge:R:1 method="wB97M-V/def2-TZVPD" smiles="O=C1SNC(=S)NS1" total_charge=0 gap_ev=8.801
S 0.825 -0.501 -1.514 -0.234 0.633 1.552 0.367
S -0.024 -1.441 1.227 0.585 0.373 -0.306 0.485
S -1.446 2.579 0.253 -0.072 -0.049 0.520 -0.070
O 1.398 -2.921 -0.617 -0.694 0.656 1.197 -0.509
N -0.936 -0.097 0.630 -5.365 3.129 4.480 -0.811
N 0.612 0.952 -0.495 0.163 1.261 -0.947 -0.775
C -0.608 1.195 0.197 3.528 -3.116 -2.132 0.192
C 0.868 -1.908 -0.263 0.068 1.113 -1.690 0.249
H 1.061 1.801 -0.904 -0.514 -1.207 0.354 0.422
H -1.749 0.340 1.487 2.536 -2.793 -3.027 0.450



7
Properties=species:S:1:pos:R:3:forces:R:3:nbo_charge:R:1 method="wB97M-V/def2-TZVPD" total_charge=0 gap_ev=8.664
Si 0.747 -0.012 -0.293 -3.449 -2.093 -1.992 1.181
N 0.911 -1.767 2.083 0.285 -1.429 2.135 -0.189
N -2.899 1.490 -0.876 -1.322 0.574 -0.288 -0.484
C 0.785 -1.190 1.118 -0.554 1.466 -2.465 -0.226
C -1.872 1.072 -0.599 4.108 -1.874 0.580 -0.042
H 1.034 -0.697 -1.671 -0.316 0.931 1.499 -0.075
H 1.292 1.104 0.239 1.248 2.426 0.532 -0.164



8
Properties=species:S:1:pos:R:3:forces:R:3:nbo_charge:R:1 method="wB97M-V/def2-TZVPD" total_charge=+1 gap_ev="7.886 / 7.884"
O 1.189 1.673 -0.955 0.673 -0.097 -1.053 -0.283
N -1.491 -0.867 -0.591 -14.359 -0.036 -7.115 0.212
N -0.559 -0.910 0.130 5.467 0.095 2.934 -0.168
N -2.683 -0.949 -1.105 11.668 0.811 4.764 0.220
C 0.665 -0.379 0.358 -3.106 -2.402 -1.014 0.158
C 1.045 0.950 -0.056 -1.409 1.101 1.353 0.373
H 1.112 -0.842 1.224 0.518 0.036 0.101 0.284
H 0.721 1.325 0.994 0.548 0.492 0.031 0.203



9
Properties=species:S:1:pos:R:3:forces:R:3:lowdin_spin:R:1 method="wB97M-V/def2-TZVPD" total_charge=-1 gap_ev="6.590 / 7.728" multiplicity=3 s2=2.010
O 2.787 -0.077 0.505 0.719 0.468 -0.048 0.750
O -0.775 -1.058 0.226 0.169 1.066 -0.228 0.021
N -2.086 -0.500 0.491 -0.815 0.125 -0.049 0.025
N -2.055 0.709 0.139 -0.222 -1.080 0.949 0.006
N 2.085 -0.745 -0.290 2.061 0.893 -0.136 0.934
C -0.807 1.050 -0.268 0.254 1.890 -1.503 0.019
C 0.014 -0.087 -0.277 -1.875 1.515 -0.478 0.184
H -0.746 2.154 -0.681 0.538 -2.662 0.923 0.000
H 1.584 -1.446 0.155 -0.829 -2.215 0.568 0.061



12
Properties=species:S:1:pos:R:3:forces:R:3:nbo_charge:R:1 method="wB97M-V/def2-TZVPD" total_charge=-1 gap_ev=6.355
S -3.442 1.456 -0.276 -0.539 0.637 -0.346 0.278
S -1.117 2.498 -0.618 0.207 -1.652 0.132 -0.337
S -4.437 -0.355 0.479 -0.162 -0.046 0.143 0.086
O -1.360 -1.408 -1.206 0.970 0.458 -0.746 -0.671
O -2.606 -3.049 -0.276 -0.959 -1.697 0.567 -0.645
N -2.221 0.480 0.419 0.299 0.155 -0.976 -0.370
N -2.769 -0.724 0.737 0.536 -2.000 0.365 -0.598
N 0.160 0.451 0.621 2.309 -4.622 0.848 -0.814
C -1.011 0.826 0.055 -0.274 3.753 0.037 0.332
C -2.117 -2.010 -0.517 -0.199 1.682 0.476 0.959
H 0.196 -0.608 0.971 -0.530 2.933 -0.967 0.381
H 1.035 0.542 0.049 -1.660 0.399 0.466 0.399



8
Properties=species:S:1:pos:R:3:forces:R:3:nbo_charge:R:1 method="wB97M-V/def2-TZVPD" total_charge=0 gap_ev="7.546 / 6.982"
P -1.671 0.482 0.166 -0.847 -0.138 -0.158 0.807
N 1.761 2.008 -0.304 0.582 0.611 -0.337 -0.269
N -0.092 0.598 0.420 1.046 -1.385 0.474 -0.731
N 1.769 -2.343 -0.181 1.187 -2.031 -0.512 -0.447
C 0.855 1.356 -0.011 0.060 0.266 -0.097 0.378
C 1.203 -1.387 0.063 -1.821 2.691 0.701 0.281
H -1.944 -0.636 0.953 -0.203 -0.097 0.125 -0.003
H -1.881 -0.079 -1.106 -0.004 0.081 -0.195 -0.016



9
Properties=species:S:1:pos:R:3:forces:R:3:lowdin_spin:R:1 method="wB97M-V/def2-TZVPD" total_charge=+1 gap_ev="6.823 / 6.859" multiplicity=3 s2=2.135
S -3.839 0.504 -0.082 -0.332 0.202 -0.053 1.128
S 2.049 1.151 -0.123 1.410 -0.596 -0.826 0.102
N 1.064 -0.160 -0.215 3.146 -0.401 0.006 -0.105
N 3.518 0.899 -0.340 -3.378 1.924 0.531 0.297
N -0.154 -0.234 -0.147 -2.437 0.725 0.519 0.105
C -1.310 -0.299 0.072 0.468 -0.716 -0.167 0.040
C -2.629 -0.591 0.245 -0.820 -2.022 1.555 0.393
H 4.308 0.331 -0.223 0.725 -1.464 0.028 0.010
H -3.007 -1.601 0.812 1.219 2.347 -1.592 0.030



Number 1: E -9179.00835 eV. Number 2: E -9181.78614 eV. Number 3: E -9173.62129 eV. Number 4: E -20009.16033 eV. Number 5: E -30850.48978 eV. Number 6: E -11225.60426 eV. Number 7: E -11224.89805 eV. Number 8: E -11225.95302 eV. Number 9: E -11225.71039 eV. Number 10: E -22060.71903 eV. Number 11: E -22057.89714 eV. Number 12: E -17966.13371 eV. Number 13: E -17964.02411 eV. Number 14: E -39637.41309 eV. Number 15: E -12959.96791 eV. Number 16: E -8609.45714 eV. Number 17: E -10665.22983 eV. Number 18: E -43176.69894 eV. Number 19: E -15859.33560 eV. Number 20: E -28233.11835 eV.